[1]
DFT (ωB97M-V with the def2-TZVPD basis set) results for a molecular structure, C38H52IrN4O2SbSi3.

Computed properties:
Multiplicity: 2
HOMO energy (alpha / beta) in eV: -8.593 / -8.649
Charge: +1

Each line ends with the Mulliken spin population.
Element x y z (Å)
Ir  -0.215  0.031  0.648  0.04
C  2.386  0.015  -2.103  0.00
Sb  1.726  1.344  -0.535  0.02
C  1.407  -1.278  0.856  -0.02
C  1.410  -2.471  0.156  0.02
C  2.547  -3.028  -0.538  -0.01
C  2.409  -3.960  -1.507  0.01
C  1.121  -4.488  -1.823  0.01
C  0.092  -4.146  -1.027  0.00
N  0.229  -3.236  0.002  0.00
Si  2.917  -0.944  1.927  0.04
C  4.652  -1.194  1.222  0.00
C  3.182  0.913  2.454  0.04
C  2.886  -1.978  3.501  0.00
C  0.157  2.491  -1.658  0.00
C  -0.860  2.893  -0.630  0.00
C  -1.414  4.179  -0.601  -0.01
C  -2.363  4.534  0.333  0.00
C  -2.764  3.598  1.274  0.00
C  -2.183  2.352  1.216  0.00
N  -1.269  1.992  0.301  0.00
Si  -0.775  1.443  -2.955  0.00
C  -0.068  1.518  -4.686  0.00
C  -2.552  2.050  -3.015  0.00
C  -0.790  -0.381  -2.432  0.00
Si  1.137  3.952  -2.395  0.00
C  1.784  5.022  -0.982  0.00
C  2.651  3.345  -3.322  0.00
C  0.152  5.013  -3.606  0.00
H  3.437  -0.203  -1.911  0.00
H  2.315  0.530  -3.060  0.00
H  1.840  -0.924  -2.143  0.00
H  3.514  -2.588  -0.362  0.00
H  3.277  -4.293  -2.061  0.00
H  0.974  -5.187  -2.632  0.00
H  -0.886  -4.590  -1.122  0.00
H  4.804  -0.671  0.274  0.00
H  4.907  -2.245  1.087  0.00
H  5.378  -0.796  1.939  0.00
H  3.708  1.537  1.735  0.01
H  3.681  0.948  3.425  0.00
H  1.887  2.471  3.022  0.04
H  3.254  -2.988  3.294  0.00
H  1.879  -2.065  3.912  -0.01
H  3.538  -1.555  4.269  0.00
H  -1.096  4.907  -1.332  0.00
H  -2.780  5.533  0.330  0.00
H  -3.501  3.822  2.031  0.00
H  -2.446  1.598  1.949  0.00
H  -0.043  2.521  -5.109  0.00
H  -0.728  0.915  -5.318  0.00
H  0.930  1.084  -4.759  0.00
H  -2.598  3.118  -3.241  0.00
H  -3.076  1.893  -2.069  0.00
H  -3.107  1.523  -3.795  0.00
H  -0.037  -0.984  -2.939  0.00
H  -1.762  -0.862  -2.545  0.00
H  -0.532  -0.412  -1.359  0.00
H  2.729  4.613  -0.619  0.00
H  1.105  5.094  -0.131  0.00
H  1.980  6.038  -1.333  0.00
H  3.359  2.824  -2.674  0.00
H  3.167  4.227  -3.710  0.00
H  2.420  2.706  -4.175  0.00
H  -0.913  5.105  -3.388  0.00
H  0.240  4.624  -4.621  0.00
H  0.572  6.022  -3.618  0.00
N  -2.435  -0.722  0.722  0.00
C  -2.994  -1.643  -0.217  0.00
C  -3.846  -1.190  -1.218  0.00
C  -4.408  -2.085  -2.114  0.00
C  -4.139  -3.442  -1.999  0.00
C  -3.319  -3.891  -0.977  0.00
C  -2.728  -3.002  -0.084  0.00
C  -1.967  -3.456  1.110  -0.02
C  -2.689  -3.818  2.250  0.00
C  -2.050  -4.161  3.426  0.00
C  -0.662  -4.156  3.474  0.00
C  0.065  -3.821  2.348  0.01
C  -0.580  -3.461  1.167  0.02
H  -2.982  0.132  0.694  0.00
H  -2.518  -1.072  1.681  0.00
H  -4.067  -0.131  -1.294  0.00
H  -5.067  -1.723  -2.891  0.00
H  -4.588  -4.147  -2.684  0.00
H  -3.147  -4.954  -0.850  0.00
H  -3.771  -3.803  2.201  0.00
H  -2.630  -4.433  4.298  0.00
H  -0.143  -4.442  4.381  0.00
H  1.146  -3.855  2.363  0.00
O  1.853  1.563  2.649  -0.06
C  0.982  0.608  3.314  0.60
C  0.814  0.792  4.786  0.06
C  -0.488  0.022  5.004  0.00
C  -1.090  -0.114  3.618  0.03
O  -2.197  -0.570  3.400  0.08
N  -0.177  0.336  2.670  0.09
H  0.691  1.859  5.035  0.02
H  1.649  0.409  5.373  0.00
H  -1.199  0.489  5.682  0.00
H  -0.301  -0.990  5.367  0.00

---

[2]
DFT (ωB97M-V with the def2-TZVPD basis set) results for a molecular structure, C38H52N2O2P2Pm in a non-equilibrium geometry.

Computed properties:
Multiplicity: 5
HOMO energy (alpha / beta) in eV: -9.763 / -9.798
Charge: +1

Each line ends with the Mulliken spin population.
Element x y z (Å)
Pm  1.118  -1.108  1.046  4.09
C  -2.506  -1.750  2.026  -0.02
C  -2.083  -2.793  1.175  -0.01
C  -0.415  -2.411  2.717  -0.01
C  -1.480  -1.490  2.961  -0.01
C  -0.760  -3.155  1.535  -0.02
C  -3.835  -1.078  2.011  0.00
H  -4.293  -1.129  1.015  0.00
H  -3.735  -0.022  2.292  0.00
H  -4.543  -1.539  2.720  0.00
C  -1.505  -0.514  4.077  0.00
H  -2.364  0.166  3.995  0.00
H  -0.598  0.108  4.078  0.00
H  -1.551  -1.000  5.065  0.00
C  0.850  -2.544  3.511  -0.01
H  0.684  -3.168  4.408  0.00
H  1.225  -1.573  3.894  0.00
H  1.670  -3.044  2.952  0.00
C  0.110  -4.171  0.867  0.00
H  0.053  -5.142  1.393  0.00
H  1.187  -3.900  0.823  0.00
H  -0.214  -4.337  -0.173  0.00
C  -2.886  -3.461  0.115  0.00
H  -3.127  -4.503  0.379  0.00
H  -2.349  -3.486  -0.842  0.00
H  -3.843  -2.954  -0.040  0.00
C  -1.839  1.452  -1.621  0.00
C  -2.864  0.606  -1.453  0.00
C  -3.195  -0.656  -2.177  0.00
C  -2.135  -1.207  -3.149  0.00
C  -0.845  -1.641  -2.561  0.00
C  0.270  -0.920  -2.348  0.01
C  0.497  0.554  -2.421  0.00
C  -0.757  1.442  -2.640  0.00
H  -4.111  -0.502  -2.778  0.00
H  -1.973  -0.483  -3.977  0.00
H  -3.443  -1.432  -1.431  0.00
H  -1.176  1.200  -3.638  0.00
H  -1.753  2.283  -0.910  0.00
H  -3.638  0.902  -0.742  0.00
H  -0.385  2.483  -2.698  0.00
H  1.038  0.912  -1.521  0.00
H  1.178  -1.484  -2.083  0.00
H  1.185  0.788  -3.261  0.00
H  -2.588  -2.095  -3.626  0.00
H  -0.798  -2.710  -2.321  0.00
P  -1.139  0.574  -5.725  0.00
C  -1.302  2.393  -5.908  0.00
C  -2.457  -0.036  -6.848  0.00
P  1.175  -1.375  -6.194  0.00
C  0.424  0.283  -6.630  0.00
C  0.494  -2.298  -7.659  0.00
C  2.787  -0.961  -7.006  0.00
H  -0.444  2.886  -5.431  0.00
H  -2.221  2.727  -5.409  0.00
H  -1.342  2.683  -6.967  0.00
H  -2.448  0.501  -7.808  0.00
H  -3.426  0.146  -6.360  0.00
H  -2.356  -1.114  -7.027  0.00
H  2.631  -0.614  -8.036  0.00
H  3.442  -1.837  -7.004  0.00
H  3.263  -0.163  -6.425  0.00
H  1.145  1.059  -6.321  0.00
H  0.248  0.370  -7.719  0.00
H  1.018  -3.258  -7.741  0.00
H  0.646  -1.731  -8.588  0.00
H  -0.575  -2.499  -7.526  0.00
O  -0.833  2.693  1.420  0.00
C  0.219  2.324  1.906  0.00
N  1.119  3.027  2.708  0.00
C  1.871  2.092  3.507  -0.01
C  1.808  0.894  2.580  -0.04
O  2.564  -0.157  2.417  0.00
N  0.762  1.018  1.756  0.02
C  3.248  2.570  3.923  0.00
C  4.376  1.765  3.757  0.00
C  5.569  2.104  4.408  0.00
C  5.630  3.266  5.177  0.00
C  4.510  4.105  5.283  0.00
C  3.320  3.764  4.640  0.00
C  1.091  1.715  4.778  0.00
C  1.557  0.622  5.519  0.00
C  0.878  0.230  6.676  0.00
C  -0.255  0.935  7.090  0.00
C  -0.700  2.045  6.368  0.00
C  -0.016  2.449  5.217  0.00
H  0.910  3.997  2.964  0.00
H  4.315  0.857  3.166  0.00
H  6.430  1.441  4.297  0.00
H  6.551  3.516  5.703  0.00
H  4.548  5.023  5.867  0.00
H  2.429  4.391  4.743  0.00
H  2.474  0.116  5.190  0.00
H  1.263  -0.614  7.254  0.00
H  -0.773  0.630  7.999  0.00
H  -1.564  2.618  6.700  0.00
H  -0.341  3.339  4.671  0.00

---

Question: Which formula does entry 2 have?
Answer: C38H52N2O2P2Pm